# 1
Here is a molecular structure, C36H59N4O4SeV in a non-equilibrium geometry from OMol25. Energies are from ωB97M-V with the def2-TZVPD basis set.

The orbital gap (alpha / beta) is 6.2 / 6.9 eV. As for the strongest force on any atom: 1.96 eV/A. The energy comes out at -143477.332 eV. Its multiplicity is 4. The total charge is -1.

The geometry in XYZ format:
```
105
Properties=species:S:1:pos:R:3:mulliken_spin:R:1
V -0.9345 -2.4073 1.0070 2.7586
C 3.0752 3.6859 -3.3091 0.0000
C 2.0327 2.7779 -3.9780 0.0002
C 0.7193 3.5535 -4.0655 0.0001
C 2.4911 2.4531 -5.4069 0.0000
C 1.8829 1.4937 -3.1679 -0.0007
C 0.7005 1.1002 -2.5691 -0.0050
C 0.6343 -0.0598 -1.8046 0.0208
Se -1.0530 -0.5867 -1.0526 -0.0098
C -1.4438 0.8401 0.1764 -0.0208
C -1.7437 2.1106 -0.2937 -0.0041
C -1.9731 3.1583 0.5831 0.0071
C -1.8521 2.8715 1.9443 -0.0025
C -1.5599 1.6212 2.4655 0.0120
C -1.4340 0.5243 1.5576 0.0061
O -1.3394 -0.7006 1.9716 -0.0205
C -1.4095 1.5019 3.9962 -0.0012
C -0.4740 2.6160 4.5026 -0.0001
C -2.7884 1.6749 4.6473 0.0003
C -0.8046 0.1847 4.5036 0.0011
C -2.3033 4.5799 0.1314 0.0000
C -2.4662 4.6789 -1.3850 0.0006
C -1.1700 5.5266 0.5526 0.0008
C -3.6147 5.0460 0.7791 0.0006
C 1.7411 -0.9284 -1.6234 -0.0300
O 1.6505 -2.0222 -0.9272 0.0467
C 2.9563 -0.5350 -2.2876 0.0036
C 2.9826 0.6416 -3.0083 -0.0008
C 4.1938 -1.4349 -2.2112 0.0019
C 5.3665 -0.8625 -3.0116 -0.0002
C 3.8628 -2.8163 -2.7967 0.0004
C 4.6742 -1.5944 -0.7595 0.0000
H 3.1965 4.6164 -3.8726 0.0000
H 4.0481 3.1951 -3.2511 0.0000
H 2.7666 3.9343 -2.2915 0.0000
H 0.8653 4.4612 -4.6565 0.0000
H 0.3692 3.8514 -3.0758 0.0000
H -0.0670 2.9628 -4.5413 0.0000
H 2.5797 3.3684 -6.0005 0.0000
H 1.7744 1.7907 -5.8967 0.0000
H 3.4618 1.9550 -5.4099 0.0000
H -0.1996 1.6874 -2.6904 0.0025
H -1.8078 2.2622 -1.3621 -0.0019
H -2.0002 3.6859 2.6450 -0.0005
H -0.8582 3.6155 4.2990 -0.0003
H 0.5067 2.5292 4.0305 0.0000
H -0.3442 2.5256 5.5847 0.0001
H -3.2387 2.6343 4.3810 0.0001
H -2.7058 1.6255 5.7378 -0.0001
H -3.4640 0.8812 4.3207 0.0001
H 0.1475 -0.0327 4.0184 0.0008
H -1.4579 -0.6649 4.3296 -0.0004
H -0.6336 0.2873 5.5814 0.0000
H -1.5406 4.4284 -1.9046 0.0000
H -2.7357 5.7020 -1.6597 0.0000
H -3.2512 4.0122 -1.7488 -0.0001
H -0.2287 5.2239 0.0889 0.0000
H -1.0264 5.5142 1.6345 0.0000
H -1.3918 6.5550 0.2504 0.0000
H -4.4347 4.3781 0.5067 0.0000
H -3.8676 6.0585 0.4496 0.0000
H -3.5404 5.0554 1.8677 -0.0001
H 3.9093 0.9242 -3.4937 -0.0003
H 5.1148 -0.7313 -4.0671 0.0000
H 6.2081 -1.5569 -2.9531 0.0000
H 5.6998 0.0998 -2.6148 0.0000
H 3.5974 -2.7276 -3.8539 0.0000
H 3.0288 -3.2634 -2.2592 -0.0005
H 4.7340 -3.4745 -2.7189 0.0000
H 4.8546 -0.6171 -0.3044 -0.0002
H 5.6129 -2.1579 -0.7388 -0.0002
H 3.9421 -2.1257 -0.1608 0.0014
C 2.0423 -3.1219 3.9828 -0.0108
C 0.9062 -3.1727 3.0133 0.1099
N 0.8483 -2.4643 1.9330 0.0027
O 1.9101 -1.6272 1.6757 0.0137
C -0.2582 -4.0186 3.2508 0.0698
C -0.3251 -5.0420 4.3365 -0.0025
N -1.2414 -3.8188 2.4067 -0.0860
O -2.3246 -4.5439 2.4582 0.0325
H 2.7735 -2.3821 3.6734 -0.0003
H 2.5317 -4.0964 4.0557 0.0051
H 1.6710 -2.8714 4.9792 0.0047
H 1.8608 -1.6075 0.6758 0.0195
H 0.6209 -5.5762 4.4501 0.0027
H -1.1162 -5.7487 4.0918 -0.0002
H -0.5666 -4.5934 5.3062 0.0055
N -0.4673 -3.9886 -0.4240 -0.0213
C -1.5286 -4.8582 -0.9532 0.0056
C -2.4968 -4.1101 -1.8786 0.0306
C -3.8931 -3.8330 -1.3074 -0.0013
C -4.0500 -2.5547 -0.4964 0.0203
N -3.1770 -2.5129 0.6750 0.0304
H 0.0891 -3.5338 -1.1484 -0.0031
H 0.1988 -4.5523 0.0964 0.0121
H -2.0619 -5.2591 -0.0874 -0.0032
H -1.0895 -5.7061 -1.4911 -0.0004
H -2.6201 -4.7032 -2.7878 0.0016
H -2.0419 -3.1669 -2.1976 -0.0131
H -4.2157 -4.6886 -0.7037 -0.0014
H -4.6011 -3.7641 -2.1389 -0.0002
H -5.1039 -2.4650 -0.2031 0.0001
H -3.8195 -1.6955 -1.1333 -0.0053
H -3.2664 -3.3590 1.2585 0.0048
H -3.4111 -1.7252 1.2717 0.0120
```


# 2
Here is a molecular structure, C36H60FN5PS3SiTm in a non-equilibrium geometry from OMol25. Energies are from ωB97M-V with the def2-TZVPD basis set.

The orbital gap (alpha / beta) is 7.7 / 7.7 eV. As for the strongest force on any atom: 1.63 eV/A. The energy comes out at -127678.894 eV. Its energy above the lowest of the compared OMol25 structures with the same formula, charge and spin is 15.65 kcal per mole. Its multiplicity is 3. The total charge is 0.

The geometry in XYZ format:
```
108
Properties=species:S:1:pos:R:3:mulliken_spin:R:1
Tm -0.1176 1.0135 0.7349 2.0338
C 0.2221 5.0989 3.3722 0.0000
Si -0.7047 4.3017 1.9258 -0.0003
C -2.1085 5.4774 1.4400 0.0001
C 0.5478 4.1706 0.5093 -0.0008
N -1.1903 2.6586 2.1171 -0.0048
C -1.8177 2.1946 3.2329 -0.0002
C -2.3900 2.9660 4.2695 -0.0002
C -2.9512 2.3936 5.3946 0.0000
C -2.9923 1.0151 5.5659 0.0000
C -2.4710 0.2116 4.5622 0.0000
C -1.9367 0.8179 3.4567 0.0012
F -1.4151 -0.0118 2.4356 -0.0033
H 0.4401 6.1461 3.1503 0.0000
H 1.1708 4.5874 3.5485 0.0000
H -0.3504 5.0703 4.3010 0.0000
H -1.7211 6.4861 1.2771 0.0000
H -2.8604 5.5338 2.2308 0.0000
H -2.6119 5.1534 0.5263 0.0000
H 0.7922 5.1360 0.0629 -0.0001
H 0.1656 3.5355 -0.2985 0.0013
H 1.4890 3.7468 0.8751 -0.0001
H -2.3704 4.0445 4.1728 0.0000
H -3.3672 3.0378 6.1597 0.0000
H -3.4140 0.5765 6.4586 0.0000
H -2.4730 -0.8671 4.6426 0.0000
C 2.7331 3.7395 -3.9676 0.0000
C 3.2126 2.6065 -3.0655 -0.0001
S 1.8963 1.9279 -2.0253 -0.0010
C 0.8998 1.0235 -3.2369 0.0013
C -0.2660 1.8018 -3.8453 0.0000
S -1.2235 2.6896 -2.5764 0.0000
C -1.0340 4.4729 -3.0011 0.0000
C 0.1306 4.9669 -3.8502 0.0000
S 1.7856 5.0221 -3.0741 0.0000
H 2.1050 3.3574 -4.7708 0.0000
H 3.5949 4.2337 -4.4168 0.0000
H 3.9676 2.9605 -2.3635 0.0000
H 3.6362 1.7946 -3.6586 0.0000
H 0.4916 0.2049 -2.6480 0.0000
H 1.5633 0.6304 -4.0104 0.0000
H -0.9539 1.0987 -4.3161 0.0000
H 0.0515 2.5163 -4.6004 0.0000
H -1.0241 4.9667 -2.0288 0.0000
H -1.9548 4.7467 -3.5172 0.0000
H -0.0920 6.0046 -4.1010 0.0000
H 0.2165 4.4279 -4.7916 0.0000
C 4.1915 1.1183 3.6360 0.0001
C 2.9775 0.6543 4.1166 0.0000
C 1.8881 0.5456 3.2600 -0.0016
C 1.9417 0.8891 1.8954 -0.0112
C 3.1979 1.3477 1.4580 0.0011
C 4.2984 1.4630 2.2961 0.0000
H 5.0443 1.2104 4.2976 0.0000
H 2.8768 0.3806 5.1607 0.0001
H 0.9576 0.1781 3.6924 -0.0004
H 3.3275 1.6228 0.4141 -0.0003
H 5.2421 1.8276 1.9056 0.0000
N -0.5991 -0.4192 -0.8311 -0.0089
P -0.4413 -1.9482 -0.7469 -0.0077
N -1.1783 -2.7409 -2.0376 -0.0003
C -1.6444 -1.9375 -3.1723 0.0005
C -1.7833 -2.8087 -4.4132 0.0000
C -2.8805 -3.8617 -4.2013 0.0000
C -2.9008 -4.3410 -2.7378 0.0000
C -1.5341 -4.1544 -2.0854 -0.0001
N -1.1163 -2.8410 0.5428 -0.0004
C -0.3495 -2.9354 1.7893 0.0015
C -1.2432 -3.3952 2.9399 0.0000
C -2.2310 -4.4569 2.4604 0.0000
C -3.1703 -3.8877 1.3785 0.0000
C -2.5561 -2.6485 0.7218 -0.0003
N 1.1460 -2.5151 -0.7233 0.0001
C 2.2749 -1.6250 -0.4497 0.0082
C 3.5177 -2.1442 -1.1581 0.0004
C 3.9495 -3.4763 -0.5247 0.0000
C 2.7268 -4.2647 -0.0196 0.0000
C 1.4791 -3.9318 -0.8330 0.0000
H -0.9327 -1.1328 -3.3477 -0.0002
H -2.6155 -1.4667 -2.9582 -0.0001
H -0.8242 -3.2924 -4.6146 0.0000
H -2.0186 -2.1833 -5.2764 0.0000
H -2.7180 -4.7039 -4.8769 0.0000
H -3.8507 -3.4298 -4.4557 0.0000
H -3.1888 -5.3922 -2.6818 0.0000
H -3.6388 -3.7714 -2.1670 0.0000
H -0.7914 -4.7307 -2.6549 0.0000
H -1.5470 -4.5458 -1.0696 -0.0001
H 0.1460 -1.9900 2.0564 -0.0012
H 0.4408 -3.6774 1.6470 0.0001
H -1.7983 -2.5490 3.3465 0.0000
H -0.6154 -3.7891 3.7402 0.0000
H -2.8110 -4.8278 3.3068 0.0000
H -1.6678 -5.3031 2.0587 0.0000
H -4.1365 -3.6155 1.8091 0.0000
H -3.3567 -4.6487 0.6177 0.0000
H -2.7806 -1.7568 1.3192 0.0001
H -2.9982 -2.4776 -0.2614 0.0000
H 2.4916 -1.5519 0.6249 -0.0007
H 2.0220 -0.6249 -0.7972 -0.0059
H 4.3195 -1.4074 -1.0872 0.0000
H 3.2852 -2.2843 -2.2176 0.0000
H 4.6175 -3.2756 0.3152 0.0000
H 4.5116 -4.0693 -1.2493 0.0000
H 2.5411 -4.0216 1.0287 0.0000
H 2.9107 -5.3386 -0.0790 0.0000
H 0.6351 -4.5297 -0.4831 0.0000
H 1.6594 -4.2053 -1.8825 0.0000
```


> Which of these has the lowest multiplicity?

C36H60FN5PS3SiTm


> Number 2 is which compound?

C36H60FN5PS3SiTm


> Among the records above, which one has the lowest strongest force on any atom?

C36H60FN5PS3SiTm